(1)
15
Properties=species:S:1:pos:R:3:nbo_charge:R:1 method="wB97M-V/def2-TZVPD" de_lowest_kj_mol=351.93 orbital_gap_ha=0.4006 charge=+1 smiles="CC[C@]1([NH3+])C=N1" e_tot_ha=-266.965241
C -1.74 0.66 0.21 -0.590
C -0.85 -0.49 0.21 -0.430
C 0.51 -0.03 -0.25 0.174
N 1.58 -1.13 -0.18 -0.709
C 0.95 1.40 -0.14 0.094
N 0.68 0.92 -1.29 -0.276
H -2.03 1.00 -0.75 0.240
H -1.08 1.41 0.67 0.186
H -2.59 0.59 0.77 0.246
H -0.58 -1.03 1.21 0.204
H -1.27 -1.30 -0.37 0.236
H 1.45 -1.60 0.77 0.461
H 2.49 -0.78 -0.41 0.450
H 1.51 -1.91 -0.89 0.452
H 0.97 2.29 0.43 0.265

=====

(2)
15
Properties=species:S:1:pos:R:3:nbo_charge:R:1 method="wB97M-V/def2-TZVPD" de_lowest_kj_mol=339.63 orbital_gap_ha=0.3644 charge=+1 smiles="C=C[C@@H]1[NH2+][C@H]1N" e_tot_ha=-266.969926
C -2.83 -0.35 0.01 -0.274
C -1.54 -0.05 -0.33 -0.274
C -0.19 -0.10 0.35 -0.114
N 0.75 1.03 0.31 -0.559
C 1.26 -0.11 -0.43 0.157
N 2.49 -0.62 0.01 -0.822
H -3.58 -0.08 -0.75 0.236
H -3.12 -0.73 0.94 0.212
H -1.44 0.24 -1.43 0.204
H -0.23 -0.62 1.31 0.244
H 0.41 1.99 -0.11 0.468
H 1.34 1.29 1.14 0.450
H 1.08 -0.13 -1.59 0.252
H 2.66 -0.35 0.95 0.380
H 2.95 -1.42 -0.39 0.439

=====

(3)
15
Properties=species:S:1:pos:R:3:nbo_charge:R:1 method="wB97M-V/def2-TZVPD" de_lowest_kj_mol=316.02 orbital_gap_ha=0.3717 charge=+1 smiles="C[C@H]1CC(=[NH2+])N1" e_tot_ha=-266.978918
C 0.40 -0.58 -1.87 -0.676
C 0.54 -0.68 -0.40 -0.082
C 0.77 0.63 0.31 -0.497
C -0.49 0.56 1.05 0.598
N -1.18 0.98 2.04 -0.689
N -0.64 -0.96 0.36 -0.505
H 0.11 0.33 -2.46 0.240
H -0.25 -1.32 -2.35 0.247
H 1.44 -0.79 -2.30 0.248
H 1.20 -1.57 -0.23 0.239
H 0.85 1.51 -0.37 0.294
H 1.53 0.70 1.10 0.280
H -0.81 1.72 2.72 0.456
H -1.99 0.42 2.49 0.470
H -1.48 -0.93 -0.09 0.379

=====

(4)
15
Properties=species:S:1:pos:R:3:nbo_charge:R:1 method="wB97M-V/def2-TZVPD" de_lowest_kj_mol=403.11 orbital_gap_ha="0.3144 / 0.3144" charge=+1 e_tot_ha=-266.945749
C -0.21 1.79 -1.15 -0.657
C 0.22 1.46 0.43 -0.287
N 0.21 0.34 1.40 -0.215
C -0.24 -0.84 1.36 -0.039
C -0.31 -1.43 0.05 0.245
N 0.15 -2.66 -0.12 -0.620
H -1.36 1.91 -1.23 0.236
H 0.39 2.64 -1.59 0.267
H 0.15 1.06 -1.84 0.202
H 1.42 1.56 0.39 0.242
H -0.24 2.17 1.05 0.242
H -0.50 -1.33 2.34 0.237
H -0.47 -0.73 -0.72 0.244
H 0.41 -2.74 -1.08 0.445
H 0.38 -3.22 0.72 0.461

=====

(5)
15
Properties=species:S:1:pos:R:3:nbo_charge:R:1 method="wB97M-V/def2-TZVPD" de_lowest_kj_mol=313.86 orbital_gap_ha=0.4044 charge=+1 smiles="C=N[C@H]1[NH2+][C@@H]1C" e_tot_ha=-266.979743
C -2.49 0.49 -0.21 0.032
N -1.86 -0.38 0.40 -0.432
C -0.45 -0.41 0.68 0.084
N 0.28 -1.30 -0.22 -0.519
C 0.61 0.15 -0.21 -0.053
C 2.06 0.74 0.09 -0.603
H -3.53 0.36 -0.15 0.201
H -2.17 1.44 -0.73 0.170
H -0.32 -0.65 1.84 0.270
H -0.26 -1.70 -1.02 0.451
H 0.89 -1.93 0.14 0.430
H 0.16 0.60 -1.15 0.239
H 2.77 0.83 -0.77 0.259
H 2.48 0.09 0.79 0.220
H 1.83 1.68 0.53 0.249

=====

(6)
15
Properties=species:S:1:pos:R:3:nbo_charge:R:1 method="wB97M-V/def2-TZVPD" de_lowest_kj_mol=432.00 orbital_gap_ha="0.3127 / 0.3125" charge=+1 e_tot_ha=-266.934745
C 1.17 1.13 -0.33 0.310
C 0.51 1.60 -2.57 -0.037
C -0.10 -1.39 1.72 -0.616
C -0.53 -0.30 0.65 -0.252
N 1.10 0.85 -1.68 -0.494
N 0.52 0.70 0.65 -0.463
H 0.94 1.72 -3.56 0.232
H -0.26 2.35 -2.25 0.223
H 0.01 -1.12 2.74 0.236
H -0.80 -2.20 1.57 0.243
H 0.79 -1.80 1.32 0.213
H -1.35 0.21 1.16 0.232
H -0.71 -0.65 -0.40 0.231
H 1.96 0.24 -2.12 0.488
H 0.82 1.14 1.58 0.454

=====

(7)
16
Properties=species:S:1:pos:R:3:lowdin_spin:R:1 method="wB97M-V/def2-TZVPD" de_lowest_kj_mol=106.21 orbital_gap_ha="0.1804 / 0.3199" s_squared=0.7556 multiplicity=2 e_tot_ha=-342.464188
C 1.24 1.54 -0.80 0.012
C 0.85 0.28 -0.11 0.040
C 0.80 -1.02 -0.45 -0.003
N -0.05 -1.70 0.43 0.178
C -0.57 -0.76 1.33 0.487
N 0.14 0.41 1.11 0.204
H 1.89 2.18 -0.18 0.003
H 0.34 2.14 -0.94 0.001
H 1.75 1.32 -1.70 0.001
H 1.26 -1.59 -1.24 -0.001
H -0.45 -2.59 0.24 0.005
H -1.27 -0.97 2.11 0.045
H 0.38 1.15 1.74 0.016
H -2.31 0.28 -1.71 0.000
H -1.35 1.38 -1.37 0.001
O -1.88 0.69 -0.96 0.012

=====

(8)
16
Properties=species:S:1:pos:R:3:nbo_charge:R:1 method="wB97M-V/def2-TZVPD" de_lowest_kj_mol=80.16 orbital_gap_ha=0.4493 charge=+1 smiles="C[C@H]1CNC(=[NH2+])O1" e_tot_ha=-342.326738
C -2.01 -0.93 0.32 -0.616
C -0.86 -0.25 -0.48 0.098
C -0.58 1.26 -0.10 -0.246
N 0.87 1.17 0.00 -0.547
C 1.35 -0.04 -0.01 0.807
N 2.59 -0.53 0.22 -0.754
O 0.35 -0.93 -0.07 -0.444
H -1.46 -1.11 1.17 0.226
H -2.24 -1.85 -0.13 0.236
H -2.92 -0.34 0.31 0.242
H -0.83 -0.40 -1.56 0.210
H -0.78 1.87 -0.97 0.236
H -1.06 1.65 0.82 0.236
H 1.36 2.03 0.23 0.444
H 3.47 -0.07 0.23 0.435
H 2.73 -1.51 0.03 0.437

=====

(9)
16
Properties=species:S:1:pos:R:3:nbo_charge:R:1 method="wB97M-V/def2-TZVPD" de_lowest_kj_mol=201.72 orbital_gap_ha=0.3456 charge=+1 e_tot_ha=-342.280439
C 0.69 0.76 3.28 -0.678
C 0.76 0.14 1.96 0.161
C 0.73 0.84 0.73 -0.076
N 0.40 -0.13 -0.33 -0.492
C 0.42 -1.31 0.26 0.301
N 0.72 -1.26 1.57 -0.469
H 0.85 0.09 4.08 0.251
H -0.28 1.38 3.45 0.275
H 1.48 1.60 3.24 0.269
H 1.04 1.94 0.43 0.286
H 0.93 -0.15 -1.20 0.457
H 0.29 -2.39 -0.18 0.267
H 0.53 -2.03 2.16 0.450
H -2.13 0.03 -6.17 0.461
H -3.62 -0.01 -6.56 0.471
O -2.80 0.49 -6.70 -0.933

=====

(10)
16
Properties=species:S:1:pos:R:3:nbo_charge:R:1 method="wB97M-V/def2-TZVPD" de_lowest_kj_mol=452.65 orbital_gap_ha="0.3298 / 0.3298" charge=+1 e_tot_ha=-342.184865
C -0.77 -0.14 -2.55 -0.009
N -0.84 -0.20 -1.31 -0.262
N -0.22 0.60 -0.37 -0.197
C -0.07 2.02 -0.67 -0.434
C 0.19 -0.08 0.89 0.555
O 0.04 -1.34 0.99 -0.386
C 0.68 -1.98 2.14 -0.288
H -1.39 -0.79 -3.10 0.222
H -0.25 0.71 -3.03 0.169
H -1.06 2.35 -0.95 0.238
H 0.70 2.17 -1.52 0.239
H 0.27 2.51 0.30 0.235
H 0.44 0.59 1.72 0.216
H -0.16 -2.73 2.57 0.254
H 0.73 -1.29 2.97 0.201
H 1.71 -2.38 1.90 0.246

=====

(11)
16
Properties=species:S:1:pos:R:3:nbo_charge:R:1 method="wB97M-V/def2-TZVPD" de_lowest_kj_mol=402.18 orbital_gap_ha=0.4063 charge=+1 e_tot_ha=-342.204086
C 1.02 0.37 1.60 0.105
C 1.83 0.05 0.77 -0.380
C -0.87 -0.20 -1.84 0.357
C 0.00 0.75 2.54 -0.716
N -0.67 1.10 -1.87 -0.719
N -0.23 -1.03 -1.08 -0.250
O -0.67 -2.33 -1.06 -0.504
H 0.08 -2.94 -1.01 0.503
H 2.67 -0.16 0.17 0.267
H -1.63 -0.64 -2.49 0.247
H -0.97 0.31 2.27 0.251
H 0.27 0.39 3.53 0.271
H -0.09 1.83 2.57 0.260
H -1.20 1.68 -2.51 0.441
H 0.02 1.54 -1.28 0.432
H 0.45 -0.71 -0.32 0.434

=====

(12)
16
Properties=species:S:1:pos:R:3:nbo_charge:R:1 method="wB97M-V/def2-TZVPD" de_lowest_kj_mol=125.33 orbital_gap_ha=0.3788 charge=+1 e_tot_ha=-342.309532
C 1.76 0.47 -1.09 -0.651
C 0.74 0.35 0.01 0.189
C -0.12 -0.65 0.23 -0.095
N -0.59 -0.47 1.56 -0.445
C 0.11 0.50 2.12 0.269
N 0.79 1.15 1.14 -0.483
H 2.70 0.75 -0.62 0.243
H 1.87 -0.46 -1.64 0.262
H 1.58 1.35 -1.72 0.250
H -0.85 -1.18 -0.36 0.291
H -0.92 -1.24 2.12 0.448
H 0.38 0.46 3.17 0.256
H 1.12 2.09 1.25 0.459
H -2.40 -1.21 -2.70 0.485
H -3.44 -0.64 -1.68 0.484
O -2.74 -1.28 -1.80 -0.962

=====

(13)
16
Properties=species:S:1:pos:R:3:nbo_charge:R:1 method="wB97M-V/def2-TZVPD" de_lowest_kj_mol=421.30 orbital_gap_ha=0.3971 charge=+1 e_tot_ha=-342.196803
C 0.70 1.07 2.79 -0.047
C 0.42 -0.07 2.55 -0.373
C -0.36 1.03 -0.84 0.045
C -0.50 -1.32 -0.38 0.412
N -0.58 -0.02 0.06 -0.569
N -0.26 -1.77 -1.61 -0.685
O 0.96 1.11 -1.49 -0.741
H 0.78 2.09 2.69 0.240
H -1.01 1.02 -1.79 0.206
H 0.54 -1.13 2.35 0.272
H -0.49 1.90 -0.14 0.208
H -0.66 -2.16 0.36 0.226
H -0.22 0.04 1.12 0.443
H -0.20 -1.10 -2.35 0.428
H -0.39 -2.72 -1.87 0.437
H 1.27 2.03 -1.46 0.497

=====

(14)
16
Properties=species:S:1:pos:R:3:nbo_charge:R:1 method="wB97M-V/def2-TZVPD" de_lowest_kj_mol=584.75 orbital_gap_ha="0.2716 / 0.2714" charge=+1 e_tot_ha=-342.134550
C -3.06 -0.04 0.14 0.818
C -0.53 -1.53 -0.07 -0.171
C -0.95 1.33 0.19 -0.361
C 1.48 -0.17 0.06 -0.430
N -2.30 0.94 -0.11 -0.579
N 0.16 -0.50 -0.50 -0.398
O -4.05 -0.61 0.34 -0.341
H -0.34 -1.84 0.93 0.215
H -1.22 -1.98 -0.67 0.212
H -0.73 2.08 -0.54 0.210
H -0.79 1.35 1.27 0.224
H 2.29 -0.74 -0.41 0.239
H 1.64 0.90 -0.10 0.228
H 1.62 -0.46 1.10 0.236
H -2.46 1.20 -1.10 0.455
H 0.05 0.00 -1.37 0.442

=====

(15)
16
Properties=species:S:1:pos:R:3:nbo_charge:R:1 method="wB97M-V/def2-TZVPD" de_lowest_kj_mol=243.21 orbital_gap_ha=0.3534 charge=+1 e_tot_ha=-342.264635
C -1.14 1.24 -1.21 0.948
C 1.34 0.74 -0.32 -0.130
C 0.27 0.17 0.19 -0.096
C 2.76 0.61 0.23 -0.645
N -0.96 0.45 -0.34 -0.656
N -2.33 -1.66 0.54 -0.926
O -1.36 1.90 -2.11 -0.371
H 1.17 1.49 -1.19 0.203
H 0.23 -0.64 0.98 0.198
H 3.05 1.66 0.43 0.241
H 3.55 0.26 -0.42 0.250
H 2.60 0.05 1.21 0.222
H -1.85 -0.69 -0.06 0.456
H -2.16 -2.55 0.08 0.442
H -3.31 -1.53 0.56 0.432
H -1.87 -1.50 1.41 0.432

=====

(16)
17
Properties=species:S:1:pos:R:3:nbo_charge:R:1 method="wB97M-V/def2-TZVPD" de_lowest_kj_mol=441.32 orbital_gap_ha=0.2836 charge=-1 smiles="CC(C)(C)N=[N+]([O-])[O-]" e_tot_ha=-417.714540
C 0.73 0.05 -1.03 -0.626
C 0.33 0.08 0.49 0.085
C -0.95 0.82 0.64 -0.580
C -0.01 -1.41 0.96 -0.638
N 1.31 0.68 1.37 -0.476
N 2.58 0.31 1.29 0.586
O 3.40 0.72 2.13 -0.546
O 2.93 -0.55 0.45 -0.600
H 1.21 -0.92 -1.27 0.228
H -0.16 0.37 -1.66 0.173
H 1.45 0.80 -1.30 0.214
H -1.40 0.83 1.56 0.201
H -0.82 1.73 0.16 0.199
H -1.66 0.14 0.07 0.175
H -0.62 -1.48 1.92 0.193
H -0.57 -1.94 0.14 0.181
H 0.98 -1.96 1.08 0.233

=====

(17)
17
Properties=species:S:1:pos:R:3:nbo_charge:R:1 method="wB97M-V/def2-TZVPD" de_lowest_kj_mol=155.61 orbital_gap_ha=0.2897 charge=-1 e_tot_ha=-417.823362
O -0.45 -1.21 -1.06 -0.826
C -0.18 -0.91 0.15 0.569
N -0.92 -1.07 1.24 -0.942
C -1.71 1.74 -1.03 0.261
O -2.05 2.79 -1.58 -0.570
C 1.22 -0.28 0.37 -0.134
C 2.32 -1.28 0.01 -0.598
N 1.47 0.27 1.73 -0.849
H -1.72 -1.60 0.98 0.318
H -0.86 1.05 -1.43 0.167
H -2.18 1.37 -0.05 0.125
H 1.29 0.52 -0.34 0.173
H 2.15 -1.66 -0.98 0.221
H 3.33 -0.81 0.06 0.186
H 2.28 -2.06 0.69 0.190
H 0.75 0.94 1.93 0.350
H 1.21 -0.48 2.38 0.358

=====

(18)
17
Properties=species:S:1:pos:R:3:nbo_charge:R:1 method="wB97M-V/def2-TZVPD" de_lowest_kj_mol=434.62 orbital_gap_ha=0.3364 charge=+1 e_tot_ha=-417.415817
C -1.38 -0.14 0.24 0.424
C 1.30 -1.05 0.34 0.747
C -2.51 0.48 -0.50 -0.686
C 2.64 0.81 -0.29 -0.276
N -0.86 -1.31 -0.26 -0.328
N -0.85 0.22 1.35 -0.722
O 0.31 -1.82 0.24 -0.229
O 1.48 0.01 -0.31 -0.378
H 1.88 -1.26 1.21 0.215
H -1.94 1.01 -1.23 0.250
H -3.04 1.10 0.16 0.253
H -3.31 -0.16 -0.89 0.254
H 3.10 0.70 -1.26 0.232
H 3.49 0.50 0.30 0.217
H 2.47 1.77 0.04 0.234
H -1.40 -1.81 -0.93 0.425
H -1.38 0.96 1.77 0.369

=====

(19)
17
Properties=species:S:1:pos:R:3:lowdin_spin:R:1 method="wB97M-V/def2-TZVPD" de_lowest_kj_mol=180.87 orbital_gap_ha="0.3275 / 0.2707" s_squared=2.0108 charge=+1 multiplicity=3 e_tot_ha=-417.326062
C -0.88 0.19 1.20 0.749
C 1.34 -0.68 0.64 0.053
C 0.33 -0.77 -0.55 0.040
C -2.16 -0.81 -0.59 0.033
N 0.53 0.25 1.51 0.313
N -0.98 -0.42 0.03 0.243
O 1.27 2.11 -0.71 0.005
O 1.02 0.88 2.42 0.522
H 1.50 -1.62 1.16 0.011
H 2.36 -0.34 0.52 0.005
H 0.64 0.12 -1.17 0.006
H 0.29 -1.74 -1.16 0.003
H -1.95 -1.02 -1.66 0.000
H -2.81 0.17 -0.62 0.009
H -2.68 -1.57 -0.13 0.008
H 1.72 2.70 -0.03 0.000
H 0.45 2.54 -0.86 0.000

=====

(20)
19
Properties=species:S:1:pos:R:3:nbo_charge:R:1 method="wB97M-V/def2-TZVPD" de_lowest_kj_mol=146.06 orbital_gap_ha=0.3807 charge=+1 smiles="N[C@@]([NH3+])(C=O)OC(=O)CO" e_tot_ha=-567.991167
N -1.92 1.18 -0.92 -0.846
C -0.74 0.97 -0.23 0.436
N 0.35 1.84 -0.62 -0.772
C -0.97 1.24 1.29 0.402
O -0.69 2.32 1.72 -0.449
O -0.24 -0.38 -0.48 -0.498
C 0.89 -0.79 0.15 0.790
O 1.59 0.03 0.71 -0.611
C 1.07 -2.27 0.36 -0.150
O 2.28 -2.73 0.80 -0.700
H -2.71 1.64 -0.44 0.417
H -2.27 0.73 -1.69 0.424
H 0.76 1.86 -1.59 0.460
H 1.12 1.50 0.05 0.480
H 0.18 2.94 -0.43 0.479
H -1.64 0.41 1.75 0.178
H 0.83 -2.83 -0.46 0.225
H 0.24 -2.53 1.05 0.217
H 3.03 -2.16 1.08 0.517